C26H30BF4N6S3W | the ωB97M-V functional and the def2-TZVPD basis

Net charge: +3
Multiplicity: 1
Frontier orbital gap (spin up / spin down): 4.639 / 4.640 eV
ΔE to the lowest compared entry with this formula, charge and spin: 22.75 kcal/mol

Cartesian coordinates (Å):
W -0.959 -0.527 -0.410
S -2.167 -0.929 1.390
S 1.709 -5.606 1.208
S -1.817 5.216 -0.347
F -4.617 -2.197 -0.515
F -4.037 -3.582 -2.249
F -2.713 -3.477 -0.411
F -2.312 -1.248 -1.494
N -2.702 1.061 -0.885
N -0.638 0.315 -2.800
N -0.178 -2.362 -1.664
N 1.515 0.020 -1.084
N -0.172 1.253 0.559
N 0.575 -1.352 0.992
C -2.020 6.843 0.117
C 0.698 0.846 -3.202
C 2.256 -2.030 3.118
C 2.628 -6.808 1.979
C -0.726 4.910 0.979
C 3.311 -6.328 3.060
C -1.651 1.367 -3.083
C 0.935 -2.607 1.219
C 1.875 1.613 3.642
C 2.269 0.338 3.832
C 1.843 -0.709 2.949
C 1.810 -3.022 2.245
C 1.012 -0.390 1.858
C 0.588 3.273 2.338
C -2.962 1.174 -2.348
C 1.542 1.181 -1.999
C -0.904 -0.901 -3.616
C -0.200 3.589 1.229
C -0.554 6.058 1.717
C 3.088 -4.958 3.272
C 0.608 0.957 1.646
C -0.078 -2.091 -3.139
C -0.486 2.534 0.354
C 1.026 1.967 2.539
C 2.231 -4.395 2.348
C -1.290 7.153 1.225
B -3.835 -3.106 -1.048
H 0.076 6.127 2.592
H 2.010 -0.738 -1.551
H -1.856 1.419 -4.156
H -0.404 -2.963 -3.707
H -1.286 8.135 1.672
H -2.672 7.483 -0.456
H -3.481 0.550 -0.472
H 2.097 0.253 -0.284
H 2.191 2.398 4.316
H -0.996 2.773 -0.567
H 0.875 4.041 3.044
H 0.975 -1.937 -3.373
H -0.951 -3.015 -1.525
H 1.222 0.101 -3.799
H -2.769 1.986 -0.468
H -3.489 0.285 -2.683
H 0.492 -3.372 0.594
H 3.939 -6.947 3.682
H 2.556 1.416 -2.328
H 1.160 2.054 -1.473
H 2.921 -2.269 3.936
H 0.593 1.728 -3.835
H 2.911 0.072 4.661
H 3.552 -4.415 4.083
H -1.962 -1.142 -3.594
H 0.651 -2.893 -1.409
H 2.613 -7.816 1.593
H -3.600 2.030 -2.569
H -0.651 -0.713 -4.663
H -1.217 2.323 -2.781

***

C26H30BN2O3 | the ωB97M-V functional and the def2-TZVPD basis

Net charge: +1
Multiplicity: 1
Frontier orbital gap: 3.946 eV
ΔE to the lowest compared entry with this formula, charge and spin: 0.00 kcal/mol

Cartesian coordinates (Å):
O -0.483 1.189 -1.278
O -2.903 1.107 0.395
O 0.093 -1.049 -0.396
N 2.623 1.767 5.554
N 0.163 0.963 1.042
C 1.548 0.441 0.864
C 1.336 -0.972 0.299
C 2.330 -0.250 4.534
C 2.527 -2.313 3.173
C -4.227 0.757 0.412
C -4.339 -0.604 0.282
C -2.142 -0.031 0.221
C 1.728 -1.337 3.873
C 3.884 1.165 5.529
C -0.329 0.588 2.370
C -5.195 1.821 0.563
C 6.134 0.716 6.170
C 0.049 2.416 0.761
C 2.219 -3.701 3.175
C 1.699 0.931 5.015
C -3.003 -1.101 0.155
C 6.037 -0.542 5.557
C 4.176 -4.183 1.822
C -0.127 2.480 -0.758
C 5.048 1.607 6.144
C 3.749 -0.111 4.923
C 3.045 -4.617 2.529
C 4.843 -0.965 4.948
C 3.638 -1.893 2.385
C 4.448 -2.814 1.730
C 2.312 3.063 6.133
B -0.597 0.217 -0.208
H 0.291 1.103 3.116
H 0.691 -1.584 4.119
H -0.908 3.208 -1.029
H -5.134 2.293 1.551
H -0.220 -0.498 2.494
H 4.782 -1.960 4.509
H -6.197 1.404 0.435
H 0.647 1.205 5.050
H -0.822 2.831 1.282
H 2.154 -1.252 -0.387
H -2.707 -2.142 0.034
H -1.380 0.875 2.488
H 4.835 -4.899 1.325
H -5.260 -1.181 0.269
H 1.754 2.955 7.073
H 0.835 2.797 -1.202
H 3.236 3.609 6.335
H 3.854 -0.825 2.302
H 1.339 -1.701 1.130
H 2.819 -5.687 2.584
H 5.070 2.603 6.585
H 1.681 3.631 5.438
H 1.323 -4.034 3.715
H 5.306 -2.449 1.158
H -5.066 2.604 -0.191
H 2.131 1.063 0.172
H 0.974 2.915 1.085
H 2.062 0.414 1.835
H 7.054 1.003 6.680
H 6.902 -1.202 5.551

***

C26H30BrClN7O2Sc | the ωB97M-V functional and the def2-TZVPD basis

Net charge: +2
Multiplicity: 1
Frontier orbital gap: 6.541 eV
ΔE to the lowest compared entry with this formula, charge and spin: 7.95 kcal/mol

Cartesian coordinates (Å):
Br -1.831 1.101 -3.302
Sc -0.441 0.229 0.264
Cl -5.802 -1.138 1.786
O 3.189 -0.648 -0.164
O 3.401 -2.895 -0.119
N 0.109 0.113 -1.692
N -1.077 2.221 1.257
N 1.303 1.817 0.145
N -0.412 0.359 2.753
N -2.396 -0.860 -0.183
N 0.332 -1.749 1.183
N 1.348 -0.445 -1.413
C -3.386 -0.756 0.711
C 0.209 -0.726 -4.002
C -4.618 -1.350 0.563
C 3.595 0.253 -2.328
C 2.858 3.983 -0.633
C -0.264 3.210 1.313
C -2.663 -1.562 -1.296
C -0.290 0.017 -3.001
C -3.870 -2.196 -1.517
C 2.867 -1.929 -0.561
C 1.709 4.178 0.115
C -0.418 4.425 2.183
C 3.195 2.697 -1.004
C -0.308 -2.042 2.493
C 0.967 3.078 0.488
C -2.132 2.086 2.264
C 2.382 1.639 -0.619
C 1.301 -1.714 -3.992
C -0.054 -0.897 3.444
C 1.993 -2.234 -2.975
C 0.552 -2.811 -1.091
C -4.874 -2.100 -0.573
C 1.681 -1.882 -1.537
C 0.357 -3.014 0.398
C 2.620 0.238 -1.153
C -1.652 0.996 3.261
H 0.717 -3.789 -1.540
H 0.071 -2.975 2.912
H -0.266 -0.579 -4.962
H -1.900 -1.596 -2.056
H 1.003 -0.871 3.713
H 3.227 0.889 -3.133
H -4.021 -2.752 -2.432
H -0.615 -1.029 4.369
H -3.061 1.809 1.767
H -0.761 4.172 3.184
H -1.379 -2.169 2.317
H -5.835 -2.580 -0.713
H 3.470 4.822 -0.936
H -2.335 3.013 2.786
H 0.350 1.014 2.887
H -1.154 5.106 1.747
H 1.560 -2.076 -4.981
H -3.202 -0.159 1.592
H 0.522 4.957 2.289
H 2.765 -2.975 -3.153
H 3.729 -0.747 -2.727
H 1.136 -3.661 0.797
H -0.348 -2.420 -1.549
H 1.306 -1.512 1.383
H 1.392 5.176 0.383
H -2.401 0.215 3.379
H 4.572 0.593 -1.988
H 4.075 2.526 -1.601
H -0.598 -3.519 0.553
H -1.497 1.427 4.250

***

C26H30BrN2O6SV | the ωB97M-V functional and the def2-TZVPD basis

Net charge: +2
Multiplicity: 1
Frontier orbital gap (spin up / spin down): 6.488 / 6.484 eV
ΔE to the lowest compared entry with this formula, charge and spin: 13.48 kcal/mol

Cartesian coordinates (Å):
Br 2.329 -1.947 1.480
V -0.122 -0.774 0.665
S 1.019 -0.270 -2.272
O -1.270 -0.458 -4.365
O -1.697 -0.279 0.367
O -0.658 -1.587 2.245
O -3.234 -1.557 1.254
O 0.695 -0.362 -0.753
O -2.886 -1.102 -5.639
N -1.927 -3.103 3.312
N -2.429 -0.792 -4.577
C 2.845 -0.131 -2.375
C -0.326 -2.852 -0.003
C -0.046 1.775 1.900
C 3.515 1.104 -1.793
C -1.280 2.494 -1.387
C 3.876 -0.603 3.496
C -4.676 -0.796 -3.541
C 1.444 2.843 3.462
C -5.460 -0.811 -2.396
C -4.875 -0.861 -1.141
C 0.519 1.417 -2.790
C 2.758 -0.535 2.709
C 0.725 0.638 1.891
C 3.627 1.058 -0.276
C -0.998 -3.632 1.108
C 1.888 0.571 2.685
C -2.692 -0.840 -2.166
C -2.817 -0.934 0.301
C -3.293 -0.810 -3.415
C -3.487 -0.870 -1.028
C 0.215 2.404 -1.669
C 4.182 0.481 4.331
C 2.250 1.687 3.504
C 3.395 1.602 4.324
C -1.223 -2.700 2.276
C 0.323 2.884 2.680
H -1.828 2.680 -2.309
H 0.745 2.129 -0.750
H 0.579 3.385 -1.978
H 3.010 -0.181 -3.450
H 5.054 0.425 4.964
H 4.521 1.143 -2.219
H 3.007 2.016 -2.108
H 3.230 -1.041 -1.914
H 0.618 -3.297 -0.314
H 1.732 3.701 4.050
H -1.957 -4.051 0.785
H -1.646 1.570 -0.940
H -5.475 -0.860 -0.243
H 4.144 1.945 0.082
H -5.118 -0.755 -4.525
H 4.507 -1.479 3.480
H -1.478 3.320 -0.709
H -0.956 1.858 1.318
H -2.108 -2.471 4.080
H -0.303 3.763 2.662
H -6.534 -0.783 -2.483
H 4.202 0.186 0.028
H 2.644 1.015 0.197
H 1.316 1.753 -3.449
H -0.362 1.240 -3.406
H 3.637 2.447 4.952
H -0.368 -4.457 1.458
H -0.982 -2.725 -0.868
H -2.426 -3.981 3.306
H -1.609 -0.845 -2.103

***

C26H30Cl2N2O4S | the ωB97M-V functional and the def2-TZVPD basis

Multiplicity: 1
Frontier orbital gap: 7.300 eV
ΔE to the lowest compared entry with this formula, charge and spin: 435.61 kcal/mol

Cartesian coordinates (Å):
Cl -1.668 -0.315 -1.817
Cl -0.003 2.506 -6.309
S -0.139 0.031 -4.539
O 0.809 3.959 0.136
O 1.364 1.256 -2.358
O -0.473 -0.439 -6.049
O -0.183 -1.196 -3.837
N 0.621 1.714 0.295
N -0.394 -1.063 2.681
C 1.005 -2.103 -0.079
C -2.199 3.568 -2.962
C 1.948 1.494 -3.691
C -2.315 2.567 -2.207
C -1.670 1.368 -2.725
C 3.147 -0.618 0.191
C 2.955 -0.956 -1.236
C 1.288 2.411 -1.663
C -1.408 0.981 1.742
C 2.352 -1.024 1.248
C -0.586 -1.011 4.087
C 0.395 -2.211 2.360
C -2.103 -4.653 5.292
C -1.355 -0.507 1.741
C -1.145 -3.750 5.004
C 1.992 3.475 -2.591
C -0.942 1.335 -3.892
C 1.863 0.374 -4.547
C -0.082 1.675 1.683
C 2.058 2.825 -3.813
C -1.699 3.669 -4.228
C 1.702 -1.880 -1.354
C 0.860 2.897 -0.221
C -1.789 -2.307 4.438
C 1.314 -1.721 1.160
C -0.995 2.386 -4.715
H -2.652 -1.822 5.200
H -1.854 1.474 2.949
H 4.124 0.132 0.484
H -1.008 -0.760 0.849
H 0.068 -2.757 -0.458
H 1.750 -2.171 -2.302
H 1.827 0.448 -5.588
H -2.222 -1.049 1.862
H -2.275 -2.422 3.462
H -2.850 -4.170 6.066
H 2.535 -0.810 2.388
H 1.100 -2.680 2.979
H 0.769 1.290 2.355
H -1.612 -5.441 5.508
H 3.616 -0.625 -1.768
H -0.896 -0.244 4.544
H -1.967 1.313 1.111
H 0.665 0.826 -0.171
H -1.493 4.524 -4.809
H -0.613 -3.404 5.838
H 0.047 -1.308 4.797
H 2.707 3.273 -4.531
H -2.422 4.523 -2.569
H -0.199 -2.965 1.809
H 2.155 -0.586 -4.052
H 2.282 4.549 -2.463
H -0.350 -4.012 4.224
H -0.037 2.710 1.853
H -2.943 2.377 -1.285
H -2.774 -4.955 4.491

***

C26H30ClF6PS4SbTi | the ωB97M-V functional and the def2-TZVPD basis

Net charge: +2
Multiplicity: 2
Frontier orbital gap: 6.176 eV

Cartesian coordinates (Å):
Sb -5.899 0.952 -0.649
Ti -0.755 -0.298 0.772
Cl 1.002 -1.951 2.024
S -1.791 -2.564 0.463
S -0.839 0.104 -1.689
S -1.364 -0.403 3.189
S -0.991 2.242 1.058
P 1.762 -0.235 -0.232
F -5.668 -1.144 -0.155
F -4.076 0.398 -1.562
F -2.408 0.006 0.602
F -4.794 0.967 0.967
F -4.986 2.667 -1.098
F -7.045 2.129 0.477
C 2.407 3.734 -0.462
C 2.989 -0.451 1.096
C 2.166 -1.564 -1.414
C 5.114 -0.159 2.169
C 2.102 -2.503 -3.643
C -1.578 1.794 -1.720
C 3.280 -3.648 -1.895
C 2.118 2.448 -0.042
C -2.071 2.406 -0.423
C -2.318 2.156 2.335
C 2.871 -3.577 -3.218
C 3.418 -1.506 3.241
C -2.765 -1.598 3.047
C -3.133 -2.225 1.693
C -1.984 1.291 3.535
C 2.594 -1.246 2.167
C 2.851 2.900 -2.676
C 2.747 3.963 -1.790
C 1.740 -1.510 -2.748
C 2.585 1.604 -2.257
C 4.690 -0.944 3.232
C -1.911 -1.330 -2.149
C 4.265 0.097 1.101
C 2.928 -2.658 -0.992
C 2.201 1.376 -0.938
C -2.682 -2.105 -1.089
H -3.035 1.975 -0.173
H 3.877 -4.485 -1.560
H 1.780 -2.433 -4.673
H 2.941 4.970 -2.131
H 2.361 4.556 0.239
H -1.171 1.718 4.125
H -2.208 3.474 -0.591
H 3.088 -2.129 4.060
H 3.274 -2.730 0.030
H -0.760 2.370 -2.157
H 1.843 2.262 0.990
H 6.114 0.251 2.174
H -2.637 -0.943 -2.863
H -1.176 -1.956 -2.659
H -2.489 -2.374 3.759
H 5.349 -1.129 4.069
H -2.861 1.206 4.177
H 2.714 0.784 -2.948
H -3.591 -3.192 1.901
H -2.491 3.182 2.663
H 3.150 3.075 -3.700
H -3.218 1.787 1.843
H 4.599 0.706 0.272
H 3.144 -4.354 -3.918
H 1.146 -0.684 -3.102
H -2.421 1.762 -2.410
H -3.570 -1.549 -0.791
H -3.657 -1.087 3.414
H -3.867 -1.603 1.179
H -2.999 -3.043 -1.547

***

C26H30GaI2OPS | the ωB97M-V functional and the def2-TZVPD basis

Net charge: +2
Multiplicity: 1
Frontier orbital gap: 7.338 eV
ΔE to the lowest compared entry with this formula, charge and spin: 13.46 kcal/mol

Cartesian coordinates (Å):
I 2.454 -2.345 -3.608
I 4.163 -2.044 -0.611
Ga 1.422 -0.739 -1.206
S -0.754 -1.081 -3.564
P 0.611 -0.177 0.987
O -0.242 -0.935 -2.114
C 1.532 3.684 1.801
C -0.280 -0.765 4.889
C 3.259 -1.082 2.450
C -2.406 -1.792 -3.343
C -2.197 0.449 0.538
C 1.791 1.954 -0.409
C -3.764 -1.406 0.328
C 2.234 3.279 -0.465
C 2.037 1.073 -1.626
C -2.725 -2.325 0.414
C -3.494 -0.046 0.377
C -3.403 -0.775 -3.906
C -1.432 -1.859 0.560
C 1.094 2.381 1.887
C 2.075 -1.204 4.659
C -1.364 0.551 -4.040
C -0.366 -0.527 3.527
C 2.095 4.139 0.612
C 2.018 -0.962 3.292
C 1.187 1.519 0.784
C -1.987 1.945 0.592
C -2.823 0.608 -3.607
C -1.158 -0.487 0.642
C 0.780 -0.619 2.732
C 4.361 -2.403 -2.685
C 0.940 -1.109 5.452
H 1.009 -1.310 6.515
H 3.086 1.131 -1.906
H -0.619 -2.573 0.631
H 0.668 2.022 2.816
H 3.155 -1.938 1.781
H -1.261 2.280 -0.150
H 3.434 -0.179 1.855
H -1.168 -0.687 5.505
H 4.141 -1.253 3.066
H -3.520 -0.914 -4.982
H -3.352 1.397 -4.138
H -2.424 -2.757 -3.847
H 1.452 1.397 -2.487
H -2.883 0.819 -2.538
H -2.924 -3.389 0.380
H 2.443 5.162 0.531
H -4.380 -0.916 -3.445
H -1.619 2.265 1.568
H -2.501 -1.934 -2.264
H 4.975 -1.631 -3.124
H -1.321 -0.265 3.093
H 4.771 -3.392 -2.828
H -4.314 0.661 0.306
H -1.248 0.592 -5.126
H -2.927 2.467 0.412
H -0.713 1.297 -3.584
H 3.025 -1.474 5.108
H 2.702 3.633 -1.378
H -4.789 -1.750 0.232
H 1.445 4.343 2.657